ORCA calculation (ωB97M-V with the def2-TZVPD basis set) on a molecular structure, C21H26N2O4STi.

Geometry as XYZ:
```
55
C21H26N2O4STi | OMol25 | ωB97M-V with the def2-TZVPD basis set
Ti -0.53 -0.40 -0.47
S 1.66 0.33 1.93
O -0.91 -1.49 1.08
O -1.38 0.18 -1.92
O 1.18 0.13 0.47
O -0.75 2.18 -3.29
N -1.19 -2.27 -1.33
N -1.75 -3.11 -0.35
C -0.23 4.03 1.53
C 0.14 -0.59 -5.62
C -2.42 -2.47 3.24
C -0.78 -1.50 -3.54
C -1.33 -2.49 -2.60
C 5.29 2.33 1.25
C -1.56 -2.62 0.85
C -2.30 -5.28 3.19
C 0.76 1.84 2.40
C -1.87 2.81 -3.96
C -2.87 -3.22 4.31
C -1.97 -3.20 2.14
C -1.89 -4.56 2.10
C 3.78 2.19 1.14
C -0.26 -1.70 -4.87
C -0.84 -0.15 -3.10
C 3.39 0.95 1.97
C -0.47 0.96 -3.90
C -2.81 -4.60 4.28
C 0.09 0.76 -5.16
C 0.21 2.60 1.19
H 0.95 2.65 0.39
H -1.93 3.82 -3.56
H -0.04 1.57 3.08
H -0.47 4.56 0.61
H -2.78 2.25 -3.74
H 0.56 4.64 2.03
H -1.86 -3.39 -2.91
H -2.49 -1.39 3.22
H -0.24 -2.66 -5.36
H -1.49 -5.01 1.23
H 3.52 1.98 0.13
H 5.69 3.06 0.56
H -2.28 -6.35 3.19
H 0.37 1.59 -5.80
H 0.53 -0.81 -6.59
H 5.56 2.59 2.28
H 3.57 1.12 3.07
H -0.67 2.10 0.80
H -1.14 4.03 2.15
H -3.33 -2.76 5.18
H 3.99 0.09 1.66
H 5.77 1.39 1.03
H 3.26 3.11 1.43
H 1.51 2.47 2.92
H -3.23 -5.18 5.09
H -1.73 2.88 -5.04
```

Values from the calculation:
Total charge: +1
Lowest unoccupied orbital energy (alpha / beta): -0.11250 / -0.11793 Eh
Spin multiplicity: 2

natural (NBO) population analysis, charges in e, atoms 1 to 5: 1.73 1.26 -0.78 -0.72 -1.01